No. 1
271
Properties=species:S:1:pos:R:3 method="wB97M-V/def2-TZVPD" spin_multiplicity=1 total_energy_ev=-228184.6211 e_lumo_ev=0.477 charge=0 orbital_gap_ev=9.7
Cl 1.877 -2.487 -4.655
C 0.402 -1.432 -4.415
C 0.362 -0.219 -5.342
Cl -0.010 -0.797 -7.007
H 0.460 -1.014 -3.411
H -0.526 -1.948 -4.663
H 1.296 0.340 -5.277
H -0.405 0.455 -4.960
Cl 4.157 1.117 -4.865
C 4.154 0.039 -3.436
C 5.278 0.253 -2.371
Cl 5.162 1.826 -1.489
H 4.181 -0.963 -3.864
H 3.156 0.070 -2.998
H 6.308 0.098 -2.692
H 5.187 -0.515 -1.603
Cl 0.279 9.270 -2.321
C 0.535 7.515 -2.370
C -0.794 6.786 -2.232
Cl -1.488 7.086 -0.602
H 1.302 7.262 -1.638
H 0.918 7.311 -3.370
H -0.797 5.696 -2.224
H -1.505 7.058 -3.013
C -5.170 -5.709 -0.870
O -4.886 -4.373 -0.510
P -4.047 -4.095 0.845
O -2.955 -5.080 1.077
O -3.634 -2.519 0.627
C -2.779 -2.167 -0.499
O -5.094 -3.949 2.091
C -5.119 -4.771 3.279
H -5.576 -6.246 -0.013
H -4.319 -6.196 -1.347
H -6.006 -5.673 -1.568
H -1.836 -1.819 -0.078
H -3.179 -1.270 -0.971
H -2.678 -2.980 -1.218
H -4.120 -5.182 3.424
H -5.847 -5.582 3.267
H -5.386 -4.105 4.100
C -0.665 -4.863 3.107
O 0.523 -4.439 3.720
C 1.698 -4.613 2.939
C 2.914 -3.970 3.628
O 2.941 -2.540 3.464
C 1.971 -1.801 4.168
C 2.515 -0.485 4.581
O 3.752 -0.648 5.283
C 4.362 0.607 5.548
H -0.780 -4.427 2.114
H -1.464 -4.459 3.728
H -0.658 -5.943 2.958
H 1.729 -4.113 1.971
H 1.866 -5.678 2.775
H 3.855 -4.360 3.242
H 2.866 -4.196 4.694
H 1.682 -2.414 5.021
H 1.029 -1.768 3.620
H 1.781 0.097 5.138
H 2.543 0.029 3.621
H 4.911 1.083 4.736
H 5.110 0.370 6.305
H 3.698 1.351 5.989
C -2.529 1.443 11.172
O -1.904 0.521 10.263
C -2.597 0.360 9.069
C -1.672 -0.501 8.234
O -2.128 -0.575 6.853
C -1.308 -1.459 6.095
C -1.730 -1.608 4.654
O -1.531 -0.505 3.798
C -1.935 -0.763 2.464
H -2.417 2.466 10.815
H -1.940 1.363 12.085
H -3.528 1.051 11.366
H -2.595 1.333 8.578
H -3.629 0.031 9.195
H -1.660 -1.500 8.670
H -0.642 -0.144 8.234
H -1.163 -2.417 6.593
H -0.314 -1.018 6.009
H -2.734 -2.032 4.662
H -1.127 -2.405 4.219
H -1.660 0.112 1.875
H -3.020 -0.872 2.458
H -1.385 -1.645 2.136
C -6.186 0.303 0.108
O -6.462 1.667 0.421
C -7.548 2.316 -0.243
C -7.421 3.882 -0.352
O -6.336 4.187 -1.228
C -5.842 5.517 -1.105
C -4.889 5.893 -2.231
O -5.589 6.053 -3.493
C -4.670 6.319 -4.667
H -5.971 0.194 -0.955
H -6.986 -0.349 0.457
H -5.309 -0.051 0.649
H -8.489 2.004 0.209
H -7.669 1.899 -1.243
H -7.245 4.276 0.649
H -8.370 4.273 -0.718
H -5.339 5.568 -0.139
H -6.702 6.182 -1.181
H -3.991 5.276 -2.218
H -4.386 6.817 -1.944
H -4.316 7.341 -4.536
H -5.062 6.189 -5.675
H -3.814 5.645 -4.688
C 1.559 7.157 1.619
O 2.216 6.352 0.612
C 1.763 5.042 0.460
C 2.537 4.351 -0.688
O 1.896 4.508 -1.944
C 2.739 4.176 -3.005
C 1.974 4.226 -4.336
O 0.791 3.392 -4.204
C 0.030 3.462 -5.417
H 0.470 7.177 1.558
H 1.977 8.155 1.490
H 1.857 6.829 2.615
H 0.712 4.987 0.174
H 1.824 4.412 1.347
H 2.766 3.297 -0.535
H 3.546 4.761 -0.657
H 3.087 3.160 -2.823
H 3.593 4.853 -2.964
H 2.682 3.959 -5.121
H 1.680 5.253 -4.552
H -0.855 2.843 -5.269
H 0.655 3.108 -6.237
H -0.267 4.488 -5.631
C 7.662 2.354 8.849
O 8.103 2.467 7.502
C 7.390 3.521 6.844
C 7.858 3.633 5.401
O 7.165 2.554 4.681
C 7.898 2.075 3.589
C 6.953 1.067 2.891
O 5.712 1.607 2.390
C 4.828 0.569 1.824
H 8.471 1.750 9.259
H 6.693 1.876 8.998
H 7.637 3.303 9.385
H 7.499 4.518 7.269
H 6.346 3.224 6.740
H 8.945 3.563 5.428
H 7.734 4.613 4.940
H 8.835 1.601 3.882
H 8.225 2.841 2.886
H 6.770 0.293 3.636
H 7.507 0.613 2.069
H 3.821 0.958 1.675
H 4.894 -0.305 2.471
H 5.125 0.286 0.814
C 8.592 -5.498 -5.584
O 7.435 -4.788 -5.343
C 6.511 -5.474 -4.498
C 5.542 -4.468 -3.894
O 6.163 -3.371 -3.227
C 7.136 -3.811 -2.304
C 7.902 -2.558 -1.725
O 8.646 -1.820 -2.686
C 9.843 -2.418 -3.123
H 8.399 -6.491 -5.992
H 9.152 -5.617 -4.657
H 9.227 -4.938 -6.270
H 6.969 -6.048 -3.692
H 5.959 -6.191 -5.105
H 4.925 -4.949 -3.135
H 4.790 -4.044 -4.559
H 7.893 -4.491 -2.693
H 6.683 -4.342 -1.467
H 8.625 -2.761 -0.935
H 7.090 -1.947 -1.332
H 10.334 -1.796 -3.871
H 9.661 -3.385 -3.593
H 10.513 -2.569 -2.277
C -2.877 2.544 0.357
O -1.980 1.874 -0.515
C -0.692 2.474 -0.702
C 0.124 1.673 -1.702
O 0.545 0.360 -1.187
C 1.373 0.325 -0.041
C 1.877 -1.121 0.120
O 2.956 -1.365 -0.813
C 3.181 -2.767 -0.966
H -3.680 1.876 0.668
H -3.339 3.429 -0.082
H -2.288 2.818 1.232
H -0.165 2.684 0.229
H -0.856 3.442 -1.176
H 1.046 2.094 -2.103
H -0.461 1.382 -2.574
H 0.699 0.624 0.762
H 2.238 0.985 -0.107
H 1.113 -1.896 0.068
H 2.261 -1.199 1.137
H 4.189 -2.911 -1.353
H 2.470 -3.244 -1.640
H 3.201 -3.335 -0.035
C 5.418 -8.197 -7.261
O 6.378 -8.081 -6.223
C 6.927 -9.291 -5.745
C 7.508 -9.044 -4.416
O 6.463 -8.633 -3.615
C 7.001 -8.528 -2.268
C 5.913 -8.098 -1.230
O 5.831 -6.673 -1.375
C 4.842 -6.106 -0.483
H 5.772 -8.462 -8.258
H 4.920 -7.265 -7.528
H 4.614 -8.870 -6.964
H 7.719 -9.685 -6.383
H 6.177 -10.082 -5.750
H 8.307 -8.302 -4.409
H 7.993 -9.939 -4.028
H 7.836 -7.830 -2.315
H 7.474 -9.462 -1.965
H 6.086 -8.409 -0.199
H 5.005 -8.611 -1.546
H 3.940 -6.710 -0.585
H 4.564 -5.060 -0.616
H 5.171 -6.294 0.539
C -6.030 -0.268 -9.567
O -6.601 -0.152 -8.305
C -7.554 0.823 -8.233
C -7.743 1.052 -6.735
O -6.685 1.571 -5.981
C -6.826 1.416 -4.524
C -5.652 2.078 -3.785
O -4.489 1.388 -4.177
C -3.291 1.607 -3.430
H -5.388 -1.142 -9.676
H -5.457 0.597 -9.904
H -6.761 -0.535 -10.330
H -8.466 0.492 -8.730
H -7.096 1.703 -8.684
H -7.914 0.066 -6.303
H -8.682 1.564 -6.528
H -6.995 0.363 -4.302
H -7.749 1.928 -4.255
H -5.932 1.861 -2.754
H -5.564 3.164 -3.817
H -2.477 1.048 -3.892
H -3.376 1.484 -2.351
H -2.889 2.616 -3.515
C -5.979 4.162 3.118
O -7.333 3.800 3.005
C -7.645 2.451 3.455
C -9.144 2.076 3.345
O -9.927 2.908 4.225
C -11.299 2.540 4.225
C -12.123 3.382 5.169
O -11.967 4.758 4.766
C -12.536 5.679 5.671
H -5.660 4.215 4.159
H -5.896 5.182 2.743
H -5.326 3.479 2.575
H -7.238 2.321 4.458
H -7.069 1.837 2.763
H -9.317 1.023 3.564
H -9.416 2.325 2.319
H -11.366 1.527 4.620
H -11.659 2.537 3.196
H -11.752 3.280 6.189
H -13.178 3.145 5.028
H -12.092 5.363 6.615
H -13.622 5.770 5.672
H -12.223 6.700 5.453


No. 2
79
Properties=species:S:1:pos:R:3 method="wB97M-V/def2-TZVPD" e_above_lowest_kj_mol=0.0 spin_multiplicity=2 total_energy_ev=-86533.0834 e_lumo_ev="-3.112 / -3.153" charge=+1 orbital_gap_ev="7.0 / 7.6"
Ti 0.877 0.793 -0.056
C -4.158 2.616 -2.033
C -3.249 3.831 -1.919
N -1.813 3.524 -2.123
C -1.274 3.906 -3.439
C -1.890 3.116 -4.583
C -1.113 2.923 -1.182
S 0.582 2.589 -1.493
N -1.826 2.634 -0.054
C -1.431 2.000 0.996
O -0.248 1.449 1.140
C -2.360 1.863 2.140
C -1.999 1.111 3.255
C -2.871 0.988 4.323
C -4.109 1.617 4.280
C -4.477 2.363 3.168
C -3.606 2.486 2.098
H -5.185 2.913 -1.814
H -3.866 1.847 -1.318
H -4.136 2.188 -3.036
H -3.362 4.298 -0.946
H -3.502 4.572 -2.674
H -0.202 3.765 -3.430
H -1.462 4.973 -3.558
H -1.712 2.045 -4.450
H -1.425 3.427 -5.519
H -2.964 3.287 -4.672
H -1.035 0.624 3.280
H -2.590 0.402 5.189
H -4.790 1.525 5.116
H -5.444 2.849 3.135
H -3.878 3.062 1.224
C 4.209 -0.505 4.199
N 3.291 -1.488 3.621
C 4.058 -2.406 2.770
N 4.838 -1.726 1.733
C 5.706 -0.730 2.364
N 4.980 0.234 3.196
C 4.149 1.135 2.414
P 2.865 0.180 1.465
C 2.214 -0.837 2.885
C 3.979 -1.117 0.724
H 4.913 -1.038 4.839
H 3.647 0.198 4.814
H 3.374 -3.112 2.297
H 4.746 -2.963 3.404
H 6.262 -0.196 1.593
H 6.417 -1.256 3.000
H 4.756 1.706 1.714
H 3.640 1.843 3.066
H 1.517 -1.583 2.502
H 1.661 -0.174 3.551
H 4.587 -0.650 -0.050
H 3.363 -1.878 0.247
C -1.247 -5.942 -0.505
C -1.190 -5.372 0.759
C -0.926 -4.016 0.888
C -0.713 -3.211 -0.233
C -0.777 -3.798 -1.500
C -1.043 -5.151 -1.631
C -0.399 -1.787 0.001
C -0.036 -0.815 -0.853
C 0.107 -0.855 -2.321
C 1.378 -0.971 -2.883
C 1.565 -0.881 -4.259
C 0.478 -0.671 -5.093
C -0.795 -0.554 -4.539
C -0.979 -0.639 -3.169
H -1.450 -7.001 -0.616
H -1.354 -5.980 1.640
H -0.889 -3.568 1.875
H -0.622 -3.199 -2.385
H -1.092 -5.593 -2.618
H -0.454 -1.523 1.058
H 2.228 -1.159 -2.239
H 2.559 -0.984 -4.678
H 0.616 -0.607 -6.166
H -1.651 -0.402 -5.186
H -1.971 -0.542 -2.742


No. 3
17
Properties=species:S:1:pos:R:3 method="wB97M-V/def2-TZVPD" e_above_lowest_kj_mol=134.1 spin_multiplicity=1 total_energy_ev=-8429.8510 e_lumo_ev=0.944 charge=0 orbital_gap_ev=10.5 smiles=C[C@H]1C[C@@]2(O)C[C@@H]12
C 2.088 0.486 -0.193
C 0.869 -0.433 -0.245
C -0.013 -0.727 1.015
C -1.247 -0.373 0.182
O -2.412 -1.122 0.143
C -1.174 1.053 -0.257
C -0.390 -0.006 -0.999
H 2.575 0.452 0.787
H 1.816 1.527 -0.388
H 2.840 0.188 -0.940
H 1.190 -1.400 -0.636
H 0.164 -0.103 1.899
H 0.013 -1.782 1.305
H -3.006 -0.781 0.823
H -2.051 1.398 -0.798
H -0.684 1.812 0.354
H -0.578 -0.187 -2.053


No. 4
16
Properties=species:S:1:pos:R:3 method="wB97M-V/def2-TZVPD" e_above_lowest_kj_mol=65.3 spin_multiplicity=2 total_energy_ev=-4330.5550 e_lumo_ev="-3.001 / -11.424" charge=+1 orbital_gap_ev="13.7 / 3.9"
C 0.030 0.710 2.168
C -1.333 0.252 1.794
H 0.357 -0.086 2.882
H 0.724 0.571 1.300
H 0.203 1.618 2.737
H -1.824 -0.182 2.697
H -2.023 0.955 1.392
H -1.321 -0.591 1.091
C 1.255 -0.517 -1.621
C 0.038 -0.376 -2.427
H 1.255 -1.488 -1.126
H 2.240 -0.217 -2.035
H 1.244 0.238 -0.754
H -0.846 -0.438 -1.720
H -0.208 0.580 -2.872
H -0.070 -1.200 -3.150


No. 5
18
Properties=species:S:1:pos:R:3 method="wB97M-V/def2-TZVPD" e_above_lowest_kj_mol=151.9 spin_multiplicity=2 total_energy_ev=-7880.7095 e_lumo_ev="-3.652 / -7.408" charge=+1 orbital_gap_ev="10.1 / 6.1"
C 0.622 -1.898 1.946
N -0.147 -1.620 0.735
C 0.097 -0.709 -0.281
C 0.582 -1.181 -1.452
C -0.585 3.043 -0.688
C -0.697 1.560 -0.657
C 0.070 0.736 0.044
H 0.070 -1.553 2.818
H 0.898 -2.947 1.946
H 1.528 -1.296 1.872
H -0.766 -2.392 0.480
H 0.959 -0.507 -2.205
H 0.675 -2.243 -1.629
H -0.418 3.359 -1.722
H 0.302 3.375 -0.146
H -1.441 3.594 -0.296
H -1.522 1.154 -1.226
H 0.619 1.030 0.931


No. 6
19
Properties=species:S:1:pos:R:3 method="wB97M-V/def2-TZVPD" e_above_lowest_kj_mol=452.7 spin_multiplicity=1 total_energy_ev=-14679.4102 e_lumo_ev="-0.146 / 0.115" charge=0 orbital_gap_ev="8.6 / 8.3"
C -0.881 -1.438 -0.046
C 1.609 -1.503 -0.415
C -1.874 1.517 1.335
C 0.356 -0.610 -0.496
C 0.695 0.631 0.301
P 0.786 2.256 -0.550
H -0.840 -1.312 1.001
H -0.841 -2.414 -0.346
H -1.658 -0.884 -0.473
H 1.666 -2.293 -1.211
H 1.756 -2.027 0.512
H 2.499 -0.950 -0.459
H -2.349 1.945 0.502
H -1.825 0.521 1.485
H -1.772 2.119 2.197
H 0.293 -0.348 -1.636
H 0.364 0.702 1.297
H 0.091 1.951 -1.710
H 1.924 2.137 -1.289